{"formula": "C43H64N8O9", "method": "ωB97M-V/def2-TZVPD", "gap_ha": 0.3257, "energy_ev": -75981.077, "max_force_ha_per_bohr": 0.0257, "e_homo_ev": -8.35, "e_above_lowest_kcal_mol": 3.39, "elements": ["C", "H", "H", "H", "C", "C", "H", "H", "H", "C", "H", "H", "C", "N", "C", "C", "N", "N", "C", "C", "C", "C", "C", "C", "H", "C", "O", "N", "C", "H", "H", "C", "N", "C", "O", "O", "C", "C", "H", "H", "H", "C", "H", "H", "H", "C", "H", "H", "H", "C", "H", "H", "C", "H", "H", "H", "H", "H", "C", "C", "N", "N", "N", "C", "C", "O", "O", "C", "C", "H", "H", "H", "C", "H", "H", "H", "C", "H", "H", "H", "H", "C", "C", "C", "O", "O", "C", "C", "H", "H", "H", "C", "H", "H", "H", "C", "H", "H", "H", "H", "H", "H", "H", "H", "H", "H", "H", "C", "O", "O", "C", "C", "H", "H", "H", "C", "H", "H", "H", "C", "H", "H", "H", "H"], "xyz": [[4.198285, -7.883826, 0.169262], [3.251802, -8.226454, -0.243277], [4.681907, -7.242660, -0.563892], [4.832915, -8.750576, 0.336173], [3.965803, -7.131579, 1.478473], [3.301165, -8.047322, 2.503612], [3.860564, -8.976060, 2.590295], [2.286099, -8.288545, 2.195643], [3.268368, -7.580922, 3.484563], [3.123970, -5.882344, 1.195696], [2.166495, -6.177134, 0.759299], [3.652494, -5.258981, 0.470495], [2.843385, -5.030376, 2.443157], [2.115856, -3.842123, 2.090811], [2.519530, -2.780980, 1.361467], [1.418228, -1.940227, 1.339839], [0.434248, -2.552166, 2.047301], [0.856890, -3.671006, 2.487945], [1.231150, -0.640135, 0.721284], [-0.017366, -0.031330, 0.801588], [-0.226185, 1.224353, 0.244825], [0.821935, 1.868604, -0.408420], [2.061806, 1.254196, -0.516044], [2.271945, 0.009370, 0.062001], [3.250663, -0.440329, 0.000373], [3.216724, 1.961599, -1.150854], [4.239153, 2.185665, -0.527987], [3.070233, 2.335993, -2.445716], [1.947834, 2.060436, -3.309170], [1.210435, 1.446889, -2.793311], [2.312614, 1.513614, -4.189077], [1.317691, 3.381260, -3.776104], [2.330769, 4.205267, -4.393220], [2.400202, 4.482498, -5.720960], [3.332113, 5.070982, -6.220882], [1.304302, 4.047072, -6.368763], [1.135137, 4.320396, -7.780033], [1.105746, 5.827336, -8.031595], [0.339192, 6.293383, -7.416001], [0.884898, 6.019517, -9.077756], [2.068611, 6.266227, -7.786058], [-0.221555, 3.696738, -8.113450], [-1.000757, 4.156509, -7.511151], [-0.205019, 2.630598, -7.901979], [-0.450044, 3.846408, -9.164249], [2.245128, 3.649830, -8.589061], [2.061484, 3.791860, -9.650271], [2.272418, 2.583244, -8.374865], [3.207019, 4.085697, -8.334347], [3.473117, 4.466267, -3.543763], [3.141587, 5.041446, -2.672843], [4.193867, 5.050819, -4.116072], [4.090360, 3.143064, -3.082895], [4.885081, 3.314942, -2.355656], [4.495967, 2.604664, -3.947119], [0.907021, 3.918111, -2.913778], [0.519637, 3.191358, -4.491093], [0.648924, 2.855804, -0.807270], [-1.520603, 1.874538, 0.329102], [-2.663376, 1.495637, 1.013164], [-3.556563, 2.467246, 0.741922], [-3.008639, 3.380178, -0.054962], [-1.805294, 3.039499, -0.306376], [-4.912556, 2.574554, 1.201955], [-5.872652, 2.682319, -0.000322], [-6.934925, 3.238772, 0.062965], [-5.355006, 2.056159, -1.036529], [-5.980786, 2.095804, -2.350195], [-6.102015, 3.546024, -2.811274], [-6.814118, 4.084815, -2.192204], [-5.133473, 4.036437, -2.740881], [-6.441080, 3.574021, -3.842824], [-7.342115, 1.406332, -2.304160], [-7.764910, 1.371619, -3.304111], [-8.021249, 1.951093, -1.653974], [-7.236857, 0.389347, -1.931857], [-5.003579, 1.326568, -3.237714], [-4.027642, 1.804116, -3.209180], [-4.898561, 0.304610, -2.882610], [-5.363537, 1.310998, -4.261844], [-5.155900, 1.648827, 1.735655], [-5.082210, 3.778400, 2.133017], [-4.271755, 3.630337, 3.425640], [-4.817912, 2.513063, 4.297549], [-5.611991, 2.685319, 5.183543], [-4.305809, 1.341099, 3.926864], [-4.654936, 0.105269, 4.612333], [-6.154913, -0.159251, 4.489943], [-6.388717, -1.125620, 4.927426], [-6.719971, 0.608809, 5.010617], [-6.456084, -0.167616, 3.443699], [-3.856251, -0.974857, 3.881288], [-4.182934, -1.058112, 2.847021], [-4.004716, -1.934808, 4.366163], [-2.795224, -0.738028, 3.899129], [-4.226002, 0.186719, 6.075837], [-4.785716, 0.961503, 6.592432], [-3.164300, 0.415020, 6.141093], [-4.411677, -0.765827, 6.563594], [-3.226494, 3.425948, 3.190210], [-4.340409, 4.557311, 3.994468], [-4.746041, 4.670197, 1.600826], [-6.142606, 3.893234, 2.360746], [-2.887923, 0.671931, 1.654020], [-0.809267, -0.556260, 1.311358], [3.507184, -2.700990, 0.963421], [2.218521, -5.572475, 3.157368], [4.172270, -4.646793, 3.111959], [4.967305, -3.898249, 2.608644], [4.282300, -5.266685, 4.269842], [5.464218, -5.115847, 5.110392], [5.623960, -3.655073, 5.524452], [4.710219, -3.297294, 5.994287], [6.441992, -3.565499, 6.233348], [5.840294, -3.033719, 4.659711], [5.165425, -5.995246, 6.323349], [4.259232, -5.654373, 6.816800], [5.022966, -7.026918, 6.012207], [5.990873, -5.948892, 7.026992], [6.697816, -5.621587, 4.365769], [6.899613, -5.001386, 3.496554], [6.545413, -6.649282, 4.041705], [7.559289, -5.587081, 5.026319], [4.938563, -6.812845, 1.869195]], "forces_ev_per_a": [[0.1, 0.2, 0.2], [-0.1, -0.1, -0.1], [0.0, 0.0, -0.1], [0.1, -0.1, 0.0], [-0.2, -0.1, -0.1], [0.2, 0.2, -0.1], [0.0, -0.1, 0.1], [-0.2, -0.1, 0.0], [-0.1, 0.0, 0.1], [0.2, -0.1, 0.3], [0.0, 0.0, 0.0], [-0.1, 0.0, 0.0], [0.3, -0.5, 0.0], [0.0, 0.8, -0.3], [-0.6, 0.4, 0.0], [0.7, -0.8, 0.1], [-0.3, 0.6, -0.2], [-0.3, -1.1, 0.7], [-0.1, 0.4, -0.2], [0.2, 0.1, -0.1], [0.4, -0.1, -0.1], [0.0, -0.2, 0.1], [-0.1, -0.1, 0.3], [-0.2, 0.1, 0.0], [0.1, 0.0, 0.0], [0.1, -0.1, -0.1], [0.1, -0.1, 0.3], [0.1, 0.1, -0.2], [-0.5, 0.1, -0.1], [0.1, 0.0, -0.1], [-0.1, 0.0, 0.0], [-0.2, -0.4, 0.0], [-0.1, 0.0, 0.1], [-0.1, 0.1, 0.2], [0.2, 0.1, -0.3], [-0.1, -0.1, 0.1], [0.0, 0.1, -0.6], [0.1, -0.2, 0.2], [-0.1, 0.1, 0.0], [-0.1, 0.0, -0.1], [0.0, 0.1, 0.0], [0.4, 0.1, 0.3], [-0.1, 0.1, 0.0], [0.0, -0.1, 0.0], [0.0, 0.0, -0.1], [0.0, 0.1, 0.3], [-0.1, 0.0, -0.1], [0.0, -0.1, 0.0], [0.0, 0.0, -0.1], [0.4, -0.1, -0.1], [0.1, 0.0, 0.0], [-0.1, 0.0, 0.1], [0.2, 0.4, 0.1], [-0.1, 0.0, -0.1], [0.0, 0.0, 0.0], [0.0, -0.1, 0.0], [0.0, 0.0, 0.1], [0.0, 0.1, -0.1], [-0.9, -0.2, 0.5], [0.5, 0.2, -0.4], [0.9, -0.6, 0.2], [-1.0, 0.8, 0.0], [0.7, -0.1, -0.2], [-0.7, 0.5, -0.1], [0.2, 0.0, 0.5], [-0.1, 0.1, 0.0], [0.1, -0.3, -0.3], [-0.3, 0.0, -0.6], [0.0, -0.1, 0.3], [0.0, 0.1, 0.0], [0.1, 0.1, 0.0], [0.0, 0.0, -0.1], [0.2, 0.1, 0.2], [0.0, 0.0, -0.1], [-0.1, 0.0, 0.0], [0.0, -0.1, 0.0], [-0.1, 0.2, 0.4], [0.1, 0.1, 0.0], [0.0, -0.1, 0.0], [-0.1, 0.0, -0.1], [0.1, 0.1, -0.2], [0.0, -0.2, 0.1], [-0.1, -0.1, 0.0], [0.1, 0.8, -0.1], [-0.1, -0.1, 0.1], [0.3, -0.4, -0.2], [-0.2, -0.5, 0.4], [0.2, 0.3, 0.0], [0.0, -0.1, 0.0], [0.0, 0.0, 0.0], [0.0, 0.0, -0.1], [-0.1, 0.4, 0.1], [0.0, 0.0, -0.1], [0.0, -0.1, 0.1], [0.1, 0.0, 0.0], [-0.1, 0.2, -0.2], [0.0, 0.0, 0.1], [0.1, 0.0, 0.0], [0.0, -0.1, 0.0], [0.0, 0.0, 0.0], [0.0, -0.1, 0.0], [-0.1, 0.0, 0.0], [0.0, 0.0, 0.0], [-0.1, -0.2, 0.2], [-0.1, 0.0, 0.0], [0.2, 0.0, -0.1], [0.1, 0.1, -0.1], [-0.5, 0.0, -0.3], [0.1, 0.0, -0.1], [-0.1, -0.3, 0.4], [0.6, 0.1, 0.4], [-0.2, -0.1, -0.2], [-0.1, 0.0, 0.1], [0.1, 0.0, 0.1], [0.0, 0.0, 0.0], [-0.1, 0.2, -0.4], [-0.1, 0.0, 0.1], [0.0, -0.1, 0.0], [0.1, 0.0, 0.1], [-0.3, 0.1, -0.1], [0.1, 0.0, 0.0], [0.0, -0.1, 0.0], [0.1, 0.0, 0.1], [0.0, 0.0, 0.0]], "mulliken_charge": [-1.699, 0.371, 0.395, 0.438, 1.300, -1.486, 0.466, 0.319, 0.253, -1.198, 0.523, 0.363, -0.044, 1.059, 0.082, -0.491, -0.120, -1.260, 0.513, -1.533, 0.472, -0.435, 0.478, -1.119, 0.521, 0.294, -0.684, 0.101, -0.824, 0.513, 0.254, -0.551, 0.116, 0.854, -0.673, -0.296, 1.508, -1.642, 0.367, 0.466, 0.375, -1.730, 0.396, 0.395, 0.429, -1.649, 0.465, 0.376, 0.362, -0.939, 0.343, 0.472, -0.918, 0.457, 0.331, 0.225, 0.403, 0.661, 0.240, -0.007, 1.588, -1.080, -0.374, 0.487, -0.347, -0.628, -0.194, 1.492, -1.679, 0.399, 0.367, 0.474, -1.620, 0.459, 0.366, 0.362, -1.717, 0.390, 0.384, 0.427, 0.173, -1.109, -0.802, 0.564, -0.596, -0.098, 1.731, -1.764, 0.473, 0.423, 0.352, -1.865, 0.338, 0.523, 0.453, -1.790, 0.412, 0.388, 0.472, 0.321, 0.495, 0.527, 0.525, 0.324, 0.823, 0.515, 0.424, 0.178, -0.589, -0.285, 1.596, -1.673, 0.366, 0.476, 0.366, -1.692, 0.399, 0.394, 0.422, -1.550, 0.359, 0.329, 0.486, -0.028]}